[1]
{"formula": "C45H55Cl5N7O2Si4Y", "method": "wB97M-V/def2-TZVPD", "relative_energy_kcal_mol": 37.0, "energy_ha": -5779.16652, "homo_lumo_gap_ev": 5.83, "mol_weight_g_mol": 1104.50, "fmax_ev_per_a": 0.75, "homo_ev": -6.21, "multiplicity": 1, "species": ["Y", "C", "Si", "C", "C", "C", "Si", "C", "C", "C", "Si", "C", "C", "C", "C", "C", "C", "C", "N", "H", "H", "H", "H", "H", "H", "H", "H", "H", "H", "H", "H", "H", "H", "H", "H", "H", "H", "H", "H", "H", "H", "H", "H", "H", "H", "H", "H", "N", "C", "C", "C", "C", "C", "N", "C", "C", "C", "C", "C", "N", "H", "H", "H", "H", "H", "H", "H", "H", "H", "Cl", "C", "C", "Cl", "C", "Cl", "C", "O", "C", "Cl", "C", "Cl", "N", "C", "C", "C", "C", "C", "C", "N", "C", "C", "C", "C", "N", "C", "C", "H", "H", "H", "H", "H", "H", "H", "H", "H", "C", "Si", "C", "C", "O", "H", "H", "H", "H", "H", "H", "H", "H", "H"], "xyz": [[-0.667257, 0.733658, 0.116930], [-4.441560, 2.645653, 1.088814], [-4.335752, 0.938654, 1.836505], [-5.195510, -0.258102, 0.662919], [-5.410024, 0.916431, 3.391274], [-2.559490, 0.440332, 2.267725], [-1.764999, 1.513188, 3.381698], [-0.045920, 1.225484, 4.014546], [-2.554706, 2.942552, 4.263746], [0.083712, 4.144903, 2.003946], [-2.454340, -1.277339, 2.954726], [-2.640158, -1.305198, 4.839312], [-3.702299, -2.548631, 2.382729], [-0.698951, -1.937230, 2.671233], [-0.233338, -3.042101, 3.384419], [1.109584, -3.376209, 3.351828], [1.967595, -2.574189, 2.618394], [1.436828, -1.509737, 1.910803], [0.135727, -1.202986, 1.908550], [-5.444567, 2.756313, 0.665025], [-3.728678, 2.799342, 0.278470], [-4.315505, 3.445501, 1.819168], [-5.626531, 0.301592, -0.170737], [-6.015054, -0.765160, 1.177716], [-4.549829, -1.023470, 0.240039], [-6.422077, 1.235945, 3.125175], [-5.054959, 1.576752, 4.184322], [-5.494411, -0.091925, 3.806477], [0.030847, 0.250809, 4.502106], [0.228336, 2.006631, 4.724454], [0.661875, 1.222399, 3.180667], [-2.871380, 2.585203, 5.250203], [-3.426769, 3.343380, 3.754724], [-1.821268, 3.735608, 4.417828], [0.690601, 3.270916, 2.225022], [-0.174903, 4.663333, 2.931739], [0.674223, 4.832528, 1.394535], [-3.558927, -0.789242, 5.130822], [-1.804600, -0.817431, 5.349271], [-2.702490, -2.323879, 5.230452], [-4.713949, -2.278546, 2.691825], [-3.442787, -3.477630, 2.901319], [-3.710053, -2.750234, 1.315537], [-0.925686, -3.621575, 3.983078], [1.482386, -4.230037, 3.903936], [3.032309, -2.762034, 2.582287], [2.060309, -0.858130, 1.318755], [0.037865, 3.425489, -2.212294], [0.074136, 2.254681, -2.897109], [0.458118, 2.335173, -4.261330], [0.395866, 1.224101, -5.049811], [-0.046997, 0.017622, -4.494347], [-0.322614, 0.006188, -3.155230], [-0.222988, 1.077741, -2.336253], [-0.630365, 3.886102, -1.042284], [-0.980697, 5.216120, -1.093134], [-1.854702, 5.702810, -0.065843], [-2.049417, 4.977506, 1.040434], [-1.176186, 3.766453, 1.231701], [-0.864962, 3.057056, -0.018232], [0.255166, 4.210416, -2.803841], [0.763434, 3.291381, -4.665721], [0.669670, 1.285386, -6.095265], [-0.155391, -0.882090, -5.081415], [-0.617184, -0.915588, -2.676874], [-0.797443, 5.795182, -1.987436], [-2.387245, 6.634471, -0.218200], [-2.734386, 5.276397, 1.823490], [-1.763335, 3.047806, 1.841235], [-5.537712, -2.868153, -4.498979], [-4.701279, -1.769416, -3.468162], [-3.749731, -2.235760, -2.569975], [-3.399167, -3.919392, -2.448627], [-3.079058, -1.331762, -1.765499], [-1.898268, -1.851264, -0.596330], [-3.302006, 0.057984, -1.787356], [-2.663595, 0.856898, -1.019996], [-4.280591, 0.497876, -2.711725], [-4.591361, 2.188503, -2.760014], [-4.958057, -0.393741, -3.526685], [-6.138465, 0.194892, -4.633480], [4.472969, -4.929670, -2.740038], [5.679465, -5.285175, -3.307355], [6.234660, -6.515579, -3.645814], [7.497429, -6.489124, -4.202267], [8.184943, -5.281670, -4.414368], [7.625811, -4.067483, -4.076346], [6.348918, -4.073275, -3.514339], [5.563857, -3.014572, -3.089993], [4.469223, -3.561378, -2.642837], [3.341244, -2.805959, -2.082480], [2.292331, -3.415122, -1.402530], [1.272297, -2.627418, -0.899221], [1.232849, -1.301996, -1.027160], [2.248399, -0.725498, -1.673736], [3.311306, -1.423820, -2.215560], [3.717289, -5.547107, -2.506243], [5.709113, -7.447502, -3.484061], [7.971858, -7.420804, -4.480934], [9.173459, -5.311915, -4.852855], [8.148330, -3.134366, -4.237674], [2.256112, -4.483405, -1.233871], [0.456769, -3.090473, -0.356926], [2.206634, 0.352214, -1.758676], [4.114246, -0.909744, -2.724263], [3.252517, 2.968635, 2.306783], [2.838438, 1.896454, 0.814646], [3.081170, 2.958436, -0.714126], [4.184302, 0.571602, 0.866938], [1.354525, 1.237071, 0.862045], [4.340073, 3.055680, 2.385513], [2.895852, 2.516953, 3.237083], [2.843356, 3.976543, 2.243931], [4.074816, 3.415138, -0.712895], [2.339021, 3.760861, -0.723130], [2.974350, 2.404554, -1.650516], [5.156667, 1.038005, 0.683459], [4.069431, -0.237358, 0.144349], [4.229318, 0.125111, 1.865738]], "forces_ev_per_a": [[0.7, 0.1, 0.2], [-0.1, 0.0, 0.0], [0.1, -0.1, -0.1], [0.0, 0.0, 0.0], [0.0, 0.0, 0.0], [-0.2, 0.0, 0.1], [-0.1, 0.1, 0.0], [0.0, 0.0, 0.0], [0.1, 0.0, 0.1], [0.0, 0.0, 0.0], [0.0, 0.0, 0.0], [0.0, 0.0, 0.0], [0.0, -0.1, 0.1], [0.0, 0.0, 0.0], [0.0, 0.0, 0.0], [0.0, 0.0, 0.0], [0.0, 0.0, 0.0], [0.0, 0.0, 0.0], [-0.1, 0.0, 0.0], [0.0, 0.0, 0.0], [0.0, 0.0, 0.0], [0.0, 0.0, 0.0], [0.0, 0.0, 0.0], [0.0, 0.0, 0.0], [0.0, 0.0, 0.0], [0.0, 0.0, 0.0], [0.0, 0.0, 0.0], [0.0, 0.0, 0.0], [0.0, 0.0, 0.0], [0.0, 0.0, 0.0], [0.0, 0.0, 0.0], [0.0, 0.0, 0.0], [0.0, 0.0, 0.0], [0.0, 0.0, 0.0], [0.0, 0.0, 0.0], [0.0, 0.0, 0.0], [0.0, 0.0, 0.0], [0.0, 0.0, 0.0], [0.0, 0.0, 0.0], [0.0, 0.0, 0.0], [0.0, 0.0, 0.0], [0.0, 0.0, 0.0], [0.0, 0.0, 0.0], [0.0, 0.0, 0.0], [0.0, 0.0, 0.0], [0.0, 0.0, 0.0], [0.0, 0.0, 0.0], [0.0, 0.0, 0.0], [0.0, 0.0, -0.1], [0.0, 0.0, 0.0], [0.0, 0.0, 0.0], [0.0, 0.0, 0.0], [0.0, 0.0, 0.0], [0.0, 0.1, 0.0], [0.0, -0.1, 0.0], [0.0, 0.0, 0.0], [0.0, 0.0, 0.0], [0.0, 0.0, 0.0], [-0.1, 0.0, 0.0], [0.0, 0.2, -0.1], [0.0, 0.0, 0.0], [0.0, 0.0, 0.0], [0.0, 0.0, 0.0], [0.0, 0.0, 0.0], [0.0, 0.0, 0.0], [0.0, 0.0, 0.0], [0.0, 0.0, 0.0], [0.0, 0.0, 0.0], [0.0, 0.0, 0.0], [0.0, 0.0, 0.0], [0.0, 0.0, 0.0], [0.0, 0.0, 0.0], [0.0, 0.0, 0.0], [0.0, 0.0, 0.0], [-0.2, -0.3, -0.1], [0.1, 0.1, -0.1], [-0.1, -0.2, 0.2], [0.0, 0.0, 0.0], [0.0, 0.0, 0.0], [0.0, 0.0, 0.0], [0.0, 0.0, 0.0], [0.1, 0.0, 0.0], [0.0, 0.0, 0.0], [0.0, 0.0, 0.0], [0.0, 0.0, 0.0], [0.0, 0.0, 0.0], [0.0, 0.0, 0.0], [0.0, 0.1, 0.0], [0.0, 0.0, 0.0], [-0.1, 0.0, 0.0], [0.1, 0.0, 0.0], [0.0, 0.0, 0.0], [0.0, 0.0, 0.0], [0.0, 0.1, 0.0], [0.0, 0.0, 0.0], [0.0, 0.0, 0.0], [0.0, 0.0, 0.0], [0.0, 0.0, 0.0], [0.0, 0.0, 0.0], [0.0, 0.0, 0.0], [0.0, 0.0, 0.0], [0.0, 0.0, 0.0], [0.0, 0.0, 0.0], [0.0, 0.0, 0.0], [0.0, 0.0, 0.0], [0.0, 0.0, 0.0], [-0.2, -0.1, 0.0], [0.0, 0.0, 0.0], [0.0, 0.0, 0.0], [-0.2, 0.0, -0.3], [0.0, 0.0, 0.0], [0.0, 0.0, 0.0], [0.0, 0.0, 0.0], [0.0, 0.0, 0.0], [0.0, 0.0, 0.0], [0.0, 0.0, 0.0], [0.0, 0.0, 0.0], [0.0, 0.0, 0.0], [0.0, 0.0, 0.0]]}

---

[2]
{"formula": "C45H56BrCaN3O8PSSi2Te", "method": "wB97M-V/def2-TZVPD", "energy_ha": -7352.88942, "homo_lumo_gap_ev": 6.03, "mol_weight_g_mol": 1133.75, "charge": -1, "fmax_ev_per_a": 1.94, "homo_ev": -4.01, "multiplicity": 1, "species": ["Ca", "C", "O", "C", "C", "C", "Br", "C", "C", "C", "O", "C", "N", "C", "C", "C", "C", "C", "C", "N", "H", "H", "H", "H", "H", "H", "H", "H", "H", "H", "H", "C", "C", "C", "C", "C", "C", "C", "P", "C", "C", "C", "C", "C", "C", "C", "C", "C", "C", "C", "C", "C", "C", "H", "H", "H", "H", "H", "H", "H", "H", "H", "H", "H", "H", "H", "H", "H", "H", "H", "H", "H", "H", "O", "S", "O", "O", "O", "O", "N", "C", "C", "O", "H", "H", "H", "C", "Si", "C", "C", "C", "Te", "C", "Si", "C", "C", "C", "H", "H", "H", "H", "H", "H", "H", "H", "H", "H", "H", "H", "H", "H", "H", "H", "H", "H", "H", "H", "H", "H"], "xyz": [[-0.124452, 0.248488, 0.653036], [2.437300, -1.273690, 1.549571], [1.115807, -1.650416, 1.101560], [0.446314, -2.600416, 1.878038], [1.075456, -3.440122, 2.718128], [0.323968, -4.333954, 3.544722], [1.267532, -5.570604, 4.640326], [-1.024471, -4.217068, 3.603897], [-1.716541, -3.303880, 2.781410], [-1.033204, -2.676003, 1.643136], [-1.568297, -1.429486, 1.258032], [-3.108045, -3.051683, 2.933872], [-3.785862, -2.126173, 2.257048], [-5.093885, -2.190809, 2.712142], [-6.209410, -1.444443, 2.357110], [-7.415700, -1.719154, 2.991344], [-7.512615, -2.718381, 3.963459], [-6.400483, -3.469052, 4.331082], [-5.207043, -3.183754, 3.691625], [-3.930504, -3.711615, 3.816003], [3.125081, -2.112278, 1.434087], [2.401325, -0.919902, 2.578522], [2.752608, -0.451776, 0.911517], [2.150871, -3.411197, 2.820425], [-1.564172, -4.811679, 4.332673], [-2.542316, -1.455020, 1.504720], [-6.130881, -0.666862, 1.607505], [-8.296513, -1.146441, 2.730196], [-8.465368, -2.910612, 4.440028], [-6.471717, -4.241562, 5.086964], [-3.652878, -4.469225, 4.410038], [1.623493, -2.865105, -4.696077], [2.821490, -2.811333, -3.787595], [3.894490, -3.658097, -4.044514], [5.045522, -3.642735, -3.265472], [5.142385, -2.759493, -2.205453], [4.072485, -1.916861, -1.930395], [2.907390, -1.928524, -2.697263], [1.668313, -0.704354, -2.114538], [0.018504, -1.586732, -2.266329], [-0.842186, -1.212703, -3.452790], [-1.862686, -2.224198, -3.846445], [-2.103931, -3.343838, -3.162875], [-1.319937, -3.750387, -1.964545], [-0.119867, -2.940154, -1.585321], [1.063636, -3.751448, -1.116311], [1.719481, 0.511766, -3.536056], [2.816718, 0.493608, -4.403176], [2.991648, 1.451314, -5.390990], [2.063729, 2.469713, -5.542893], [0.974756, 2.514682, -4.690169], [0.799912, 1.560164, -3.694049], [-0.397494, 1.738767, -2.789126], [1.831984, -3.498062, -5.558892], [1.358079, -1.870799, -5.059250], [0.745100, -3.268284, -4.187627], [3.827050, -4.343716, -4.881875], [5.860908, -4.318357, -3.492751], [6.034639, -2.721670, -1.593803], [4.138653, -1.228501, -1.095127], [-0.391861, -0.656666, -4.265874], [-2.427281, -2.029382, -4.752180], [-2.855446, -4.031715, -3.534212], [-1.232934, -4.815409, -1.779327], [0.704825, -4.480735, -0.391764], [1.815799, -3.142433, -0.620767], [1.539116, -4.277333, -1.945103], [3.562135, -0.284743, -4.305474], [3.857502, 1.395842, -6.038734], [2.192141, 3.225969, -6.306955], [0.244147, 3.312402, -4.783757], [-1.335439, 1.758407, -3.354500], [-0.311347, 2.677028, -2.238659], [0.651418, 3.335892, 2.316083], [1.265176, 2.000891, 2.163353], [2.510826, 1.844664, 2.877925], [1.442441, 1.733695, 0.674094], [0.239645, 0.963156, 2.615461], [-1.285370, -3.635640, 0.446450], [-1.337858, -2.914649, -0.757291], [-2.497805, -0.465831, -1.583550], [-1.092648, -0.518719, -2.133038], [-0.427244, 0.707141, -1.828604], [-3.078698, 0.175090, -2.257148], [-2.531532, -0.008288, -0.595065], [-2.971073, -1.433148, -1.508173], [-0.733833, 2.969046, 5.251056], [-1.914029, 3.838034, 4.128054], [-1.377685, 5.546275, 3.657159], [-3.495274, 4.036661, 5.121739], [-2.483177, 2.854227, 2.636983], [-1.485810, 3.056291, 0.744474], [-3.367518, 2.952494, -0.339102], [-3.752844, 4.505149, -1.276326], [-4.122067, 5.873984, -0.072000], [-2.330880, 5.034433, -2.365962], [-5.225940, 4.256782, -2.395415], [-0.568681, 3.597645, 6.132834], [0.231955, 2.742585, 4.803749], [-1.180520, 2.025481, 5.579074], [-1.079193, 6.105573, 4.549127], [-2.216566, 6.071045, 3.187975], [-0.536975, 5.541539, 2.961298], [-3.294560, 4.554943, 6.066135], [-3.942338, 3.067683, 5.366508], [-4.240941, 4.621085, 4.572037], [-3.510399, 3.156519, 2.432079], [-2.445926, 1.790283, 2.875896], [-4.140235, 2.794097, 0.418226], [-3.377024, 2.078214, -0.993194], [-3.301621, 5.982433, 0.644699], [-5.034543, 5.667454, 0.495924], [-4.247897, 6.831279, -0.585381], [-1.383646, 5.062621, -1.820918], [-2.516462, 6.040604, -2.753547], [-2.212724, 4.361711, -3.222203], [-6.124376, 3.993545, -1.829023], [-5.040082, 3.451969, -3.113570], [-5.441895, 5.168766, -2.961219]], "forces_ev_per_a": [[-0.9, -0.7, -1.6], [-0.1, -0.1, -0.2], [0.0, -0.3, 0.5], [-0.1, 0.1, -0.1], [0.0, -0.2, 0.2], [0.2, 0.2, -0.2], [0.0, 0.0, 0.0], [-0.2, 0.0, 0.0], [-0.1, -0.2, 0.2], [0.0, 0.1, -0.5], [0.5, -0.4, 0.3], [0.2, 0.0, 0.0], [-0.4, -0.1, 0.2], [0.2, 0.2, -0.2], [-0.1, 0.0, 0.0], [0.1, -0.1, 0.0], [0.0, 0.0, -0.1], [0.0, 0.0, 0.0], [0.1, -0.2, 0.2], [-0.2, 0.0, 0.0], [0.0, -0.1, 0.0], [0.0, -0.1, 0.1], [-0.1, 0.0, 0.0], [0.0, 0.0, 0.0], [0.0, 0.0, 0.0], [-0.2, 0.0, -0.1], [0.0, 0.0, 0.0], [0.0, 0.0, 0.0], [0.0, 0.0, 0.0], [0.0, 0.0, 0.0], [0.0, 0.0, 0.0], [0.0, 0.0, 0.0], [0.0, 0.1, -0.1], [0.1, 0.0, 0.0], [-0.1, 0.0, 0.0], [-0.1, 0.0, 0.0], [0.1, 0.0, 0.0], [0.1, -0.1, -0.1], [-0.1, 0.1, -0.1], [0.0, 0.1, 0.3], [-0.2, -0.3, 0.0], [0.1, 0.1, -0.1], [0.1, -0.1, 0.1], [-0.1, 0.1, -0.1], [-0.1, 0.1, 0.0], [0.1, 0.0, 0.0], [-0.1, 0.0, 0.1], [0.0, 0.0, 0.0], [0.0, 0.0, 0.0], [0.0, 0.0, 0.0], [0.1, 0.0, 0.0], [-0.1, 0.1, 0.0], [0.2, -0.2, 0.0], [0.0, 0.0, 0.0], [0.0, 0.0, 0.0], [0.0, 0.0, 0.0], [0.0, 0.0, 0.0], [0.0, 0.0, 0.0], [0.0, 0.0, 0.0], [0.0, 0.0, 0.0], [0.0, 0.0, 0.0], [0.0, 0.0, 0.0], [0.0, 0.0, 0.0], [0.0, 0.0, 0.0], [0.0, 0.0, 0.0], [0.0, 0.0, 0.0], [0.0, 0.0, 0.0], [0.0, 0.0, 0.0], [0.0, 0.0, 0.0], [0.0, 0.0, 0.0], [0.0, 0.0, 0.0], [0.0, 0.0, -0.1], [0.0, 0.0, 0.0], [0.1, -0.2, 0.1], [0.3, 0.6, 0.4], [0.0, 0.0, 0.0], [0.5, 0.3, 0.7], [0.7, 0.6, 0.4], [0.0, 0.1, 0.0], [0.1, -0.1, 0.0], [0.0, 0.0, 0.1], [0.5, 0.0, -0.1], [-0.3, 0.1, 0.0], [0.0, 0.0, 0.0], [0.0, 0.0, 0.0], [0.0, 0.0, 0.0], [0.3, -0.2, 0.2], [0.0, 0.0, -0.1], [0.2, 0.3, -0.2], [-0.2, 0.1, 0.2], [0.3, -0.1, -0.2], [-0.6, 0.7, 0.1], [-0.2, -0.2, -0.1], [0.1, 0.0, 0.1], [0.0, 0.2, 0.3], [0.2, 0.0, -0.2], [-0.3, 0.0, -0.2], [0.0, -0.1, 0.0], [0.0, 0.0, -0.1], [0.1, 0.0, 0.1], [0.0, 0.0, 0.0], [0.1, 0.1, 0.0], [0.0, -0.1, 0.0], [0.0, 0.0, -0.1], [0.0, 0.0, 0.0], [0.0, 0.0, 0.0], [-0.1, -0.1, 0.0], [-0.2, 0.0, 0.0], [0.0, -0.1, -0.1], [0.0, 0.0, 0.0], [0.0, 0.0, 0.0], [0.0, 0.0, 0.0], [0.0, 0.0, 0.0], [0.0, 0.0, 0.0], [0.0, 0.0, 0.0], [0.0, 0.0, 0.0], [0.0, 0.0, 0.0], [0.0, 0.0, 0.0], [0.0, -0.1, 0.0]]}